(1)
Here is a structure of composition C43H41AsN4NiOS from the Open Molecules 2025 dataset. Energies are from ωB97M-V/def2-TZVPD.

Last column: Löwdin charge in e.
Element x y z (Å)
As  -2.66178  0.38893  -0.07358  1.39
Ni  0.51010  0.26915  -0.04534  0.29
S  0.51598  2.29656  1.02327  0.75
O  0.70785  0.84971  -1.81821  -0.22
N  -0.02478  0.35269  2.84280  0.01
N  -0.14958  2.48866  3.57418  0.08
N  0.96628  -1.67314  -0.36976  0.08
N  0.25723  -0.42180  1.76693  -0.05
C  -5.76292  -1.75721  1.89963  -0.09
C  1.07319  0.17105  -4.04135  -0.16
C  -4.19302  4.80580  0.40916  -0.08
C  -4.49445  4.02326  -0.69411  -0.03
C  0.11484  -2.39361  3.21165  -0.19
C  1.58237  0.63837  -2.80011  -0.31
C  -5.05617  -0.36312  -3.51484  -0.09
C  3.78299  0.70985  -0.27197  -0.06
C  0.87214  -3.81577  0.67717  0.01
C  -1.20302  1.27566  -4.08590  -0.05
C  -3.77537  -0.57203  1.22412  -0.36
C  -1.17784  -3.87191  4.60239  -0.07
C  -5.02192  -1.11052  0.91980  -0.10
C  -2.97602  2.97971  1.39980  -0.11
C  3.79856  0.54616  -3.77864  -0.06
C  3.64699  1.57073  -1.52959  -0.37
C  1.59282  -3.61242  -1.59248  -0.03
C  -0.99626  -3.20819  3.39696  -0.05
C  -3.26503  2.20108  0.29209  -0.31
C  2.97671  0.87469  -2.70156  -0.14
C  0.71340  -2.44126  0.70842  -0.18
C  0.32238  -1.69846  1.91863  -0.17
C  -4.21067  -0.59792  -2.43901  -0.13
C  -3.86460  0.44473  -1.59449  -0.35
C  1.40064  -2.24177  -1.48878  -0.07
C  -5.20393  1.96219  -2.89990  -0.02
C  -4.03248  -1.32342  3.50410  -0.09
C  -1.00748  -1.17577  -3.47650  -0.06
C  -3.45107  4.28215  1.46141  -0.08
C  -4.04500  2.70802  -0.75106  -0.19
C  3.02484  2.94741  -1.28962  -0.08
C  1.93825  -0.12391  -5.08594  -0.05
C  0.86856  -2.92317  5.43320  -0.07
C  1.31355  -4.40805  -0.49786  -0.04
C  -0.41184  -0.02064  -4.27899  -0.36
C  -5.27244  -1.86245  3.19394  -0.09
C  -0.24559  -3.73170  5.61957  -0.08
C  -5.53470  0.91982  -3.75198  -0.08
C  0.09849  1.63617  2.55383  -0.85
C  -3.28245  -0.68952  2.52202  -0.13
C  1.04809  -2.25338  4.23399  -0.03
C  -4.38205  1.72731  -1.80249  -0.19
C  3.30906  0.03171  -4.96393  -0.10
H  -2.31243  -0.27788  2.78226  0.07
H  -5.08909  4.43576  -1.49952  0.10
H  -3.63815  -1.40102  4.51001  0.10
H  -4.54721  5.82760  0.45509  0.10
H  1.95368  2.87726  -1.11826  0.01
H  -2.39042  2.58243  2.21856  0.07
H  -5.42591  -1.01951  -0.08035  0.09
H  -3.82793  -1.59516  -2.26102  0.11
H  1.95281  -4.02933  -2.52197  0.11
H  1.44499  -5.48096  -0.54841  0.11
H  3.17045  3.56989  -2.17473  0.08
H  4.36837  -0.18552  -0.49468  0.08
H  -2.25058  1.13470  -4.36152  0.07
H  2.82582  0.38335  0.13142  0.02
H  -0.45615  -2.10181  -3.66027  0.08
H  -0.21363  2.10992  4.50393  0.10
H  -0.78772  2.06995  -4.70886  0.08
H  -1.15724  1.60091  -3.04699  0.07
H  0.06123  3.46231  3.45175  0.09
H  4.67449  1.75690  -1.85717  0.12
H  1.60464  -1.58020  -2.31990  0.11
H  -0.99315  -0.96534  -2.40578  0.04
H  -6.17884  1.10590  -4.60178  0.10
H  -2.03947  -1.34189  -3.78348  0.06
H  -0.38623  -4.25123  6.55850  0.10
H  -5.59940  2.95279  -3.08576  0.11
H  4.86347  0.72876  -3.67845  0.11
H  1.51812  -0.48969  -6.01710  0.11
H  1.59672  -2.81141  6.22587  0.10
H  -1.72802  -3.30873  2.60435  0.12
H  1.90647  -1.61010  4.08788  0.12
H  -0.50310  -0.30429  -5.33302  0.12
H  3.48641  3.44809  -0.43609  0.08
H  0.66237  -4.40079  1.56085  0.12
H  3.97424  -0.21125  -5.78205  0.09
H  -6.73197  -2.17167  1.65123  0.10
H  -3.23757  4.89354  2.32910  0.10
H  -5.85628  -2.36077  3.95742  0.10
H  4.28766  1.26470  0.52211  0.08
H  -5.33549  -1.17669  -4.17199  0.10
H  -2.05030  -4.49650  4.74467  0.11

Cartesian forces (eV/Å) of the 6 atoms listed first:
As -0.13 -0.06 0.03
Ni 0.59 -0.13 0.24
S -0.09 -0.15 -0.27
O 0.07 0.26 0.23
N 0.05 0.04 -0.03
N 0.01 0.00 -0.02

## Properties
* relative energy (zero: lowest compared OMol25 entry of this formula, charge and spin): 0.0 kJ/mol
* HOMO (alpha / beta): -7.13 / -7.15 eV

(2)
Here is a structure of composition C43H41CrN9O8S in a non-equilibrium geometry from the Open Molecules 2025 dataset. Energies are from ωB97M-V/def2-TZVPD.

Last column: Löwdin charge in e.
Element x y z (Å)
Cr  -0.10901  0.60367  -0.34804  0.88
S  -2.80297  0.62013  7.13142  0.65
O  1.86498  0.12448  -7.04584  0.10
O  -3.58086  -0.84593  1.12445  0.10
O  -4.11160  1.19168  7.24376  -0.28
O  -2.81481  4.08348  4.62873  0.10
O  -2.68987  -0.79579  6.86420  -0.32
O  -1.68426  5.24213  3.19706  0.11
O  3.37464  0.08928  1.66186  0.10
O  0.24204  1.31963  -7.81010  0.11
N  -1.96617  -0.11073  -0.35056  0.00
N  -0.01568  -0.56990  1.24772  0.05
N  -1.91245  1.68675  3.30586  0.12
N  -2.05599  4.19295  3.68359  -0.32
N  0.86620  0.80315  -6.90863  -0.33
N  1.84866  0.58353  -0.00025  -0.01
N  -0.61944  2.08704  -1.66100  0.06
N  0.39485  -0.28540  -2.09120  0.05
N  -0.71646  1.75030  1.44432  0.08
C  -1.27110  3.22091  -1.44413  -0.10
C  -1.46343  3.74126  -3.76901  0.05
C  -0.34273  2.16280  -5.34032  0.10
C  1.42449  -1.92438  -3.47202  0.00
C  -0.37702  1.75896  -2.95393  -0.12
C  -0.74398  2.56475  -4.03641  -0.10
C  -0.82818  3.01691  1.88895  -0.02
C  -2.86849  0.04884  -1.44940  -0.18
C  3.92008  2.45289  -2.45036  -0.05
C  0.93090  -1.48022  -2.24900  -0.09
C  1.08277  -0.54680  1.93893  -0.13
C  4.75620  1.46114  -2.92600  -0.07
C  2.98105  2.18366  -1.46128  -0.20
C  4.67250  0.18774  -2.39137  -0.04
C  -2.90168  -0.88262  -2.49458  -0.20
C  3.76331  -1.54042  -0.88015  -0.04
C  -1.60811  -1.69053  2.86008  -0.08
C  -2.41164  0.30016  9.78996  -0.11
C  -1.34217  0.95332  2.33318  -0.15
C  -1.31745  -0.51149  1.93983  -0.24
C  -1.91687  1.47363  5.78834  -0.20
C  -0.85284  -1.84338  4.17371  -0.15
C  -2.28505  -2.24999  -2.37245  -0.03
C  0.26603  0.50494  -3.18184  -0.11
C  -2.44565  -0.53172  0.81985  -0.47
C  0.55867  -1.42088  4.24290  -0.02
C  -1.58710  3.01100  3.02150  -0.10
C  -3.63909  -0.58577  -3.63780  -0.04
C  -1.73070  4.05546  -2.45948  0.00
C  3.74553  -0.12629  -1.40362  -0.20
C  -1.82024  1.01124  8.58223  -0.29
C  1.35078  -0.86883  3.30878  0.01
C  2.18148  3.33075  -0.89419  -0.03
C  2.86690  0.88033  -0.95180  -0.18
C  -2.67842  1.24151  4.48120  -0.11
C  -3.70185  1.17851  -1.49054  -0.21
C  -3.85331  2.08134  -0.29608  -0.02
C  0.70362  0.13455  -4.46388  -0.03
C  -4.38578  0.57462  -3.72546  -0.07
C  -4.44360  1.43057  -2.63731  -0.04
C  1.33671  -1.12044  -4.58010  0.06
C  0.39313  1.04309  -5.53559  -0.05
C  2.25742  0.05673  1.17999  -0.47
H  -0.90400  1.06813  5.75689  0.11
H  2.85921  4.12819  -0.58744  0.09
H  -1.77897  0.45983  10.66051  0.08
H  -0.60555  2.77415  -6.19260  0.14
H  -3.08241  -2.99410  -2.32965  0.10
H  -1.40860  -2.56266  2.23414  0.14
H  -1.44024  3.49511  -0.41530  0.10
H  4.63467  -1.67284  -0.23703  0.10
H  -5.08622  2.30296  -2.67255  0.12
H  -2.29136  4.94185  -2.19954  0.13
H  -2.93579  2.13989  0.28960  0.05
H  2.88625  -1.80000  -0.29311  0.06
H  1.61156  3.01865  -0.02012  0.05
H  -3.60675  1.80530  4.50566  0.14
H  1.86982  -2.90662  -3.53917  0.13
H  -1.84477  2.09673  8.67839  0.11
H  -2.92205  0.18892  4.36273  0.12
H  2.38125  -0.65653  3.56877  0.12
H  0.95987  -2.11871  -1.37712  0.13
H  -2.68053  -1.70304  3.05098  0.12
H  -4.95961  0.78859  -4.61799  0.11
H  -4.15128  3.08600  -0.59778  0.09
H  -4.62968  1.67947  0.35801  0.10
H  -0.87481  -2.90534  4.44664  0.14
H  1.50423  3.75603  -1.63890  0.07
H  4.01473  3.46464  -2.82832  0.12
H  -3.40790  0.68240  10.00672  0.08
H  -0.38438  3.87084  1.40593  0.13
H  3.85075  -2.24264  -1.71087  0.08
H  -1.70088  -2.34381  -1.46092  0.06
H  -2.48509  -0.77057  9.60285  0.08
H  5.34522  -0.58950  -2.73570  0.12
H  5.49019  1.67801  -3.69121  0.11
H  -0.81123  0.66884  8.35036  0.10
H  -1.37373  -1.37411  5.00808  0.08
H  1.02024  -1.60624  5.20933  0.13
H  -1.66594  -2.48970  -3.23791  0.08
H  1.74247  -1.44362  -5.52407  0.12
H  -1.78350  4.37830  -4.58312  0.14
H  -3.65657  -1.30282  -4.45108  0.12
H  -1.90971  2.52510  6.05801  0.09

Cartesian forces (eV/Å) of the 6 atoms listed first:
Cr -0.17 0.35 0.93
S 0.48 -0.14 -0.23
O -0.07 0.07 0.06
O 0.01 0.06 -0.03
O -0.12 0.28 0.01
O 0.12 -0.10 -0.04

## Properties
* charge: +1
* multiplicity: 4
* ⟨S²⟩: 3.781
* relative energy (zero: lowest compared OMol25 entry of this formula, charge and spin): 0.0 kJ/mol
* HOMO (alpha / beta): -10.71 / -10.91 eV

Q: Number 2 is which compound?
A: C43H41CrN9O8S